This record from OMol25 describes a structure of composition C33H27F10N5O4STi. The level of theory is ωB97M-V/def2-TZVPD.

Values from the calculation:
energy	-4094.84276	Eh
net charge	-2
HOMO (spin up / spin down)	-0.0002 / -0.0678	Eh
multiplicity	3
frontier orbital gap (spin up / spin down)	3.8831 / 5.7222	eV
F_max	0.5	eV/A

Geometry (Å):
Ti (0.61178, 0.44740, 0.60549)
S (-3.87994, 0.13190, -1.62838)
F (2.43142, -0.37209, 5.44066)
F (1.21875, -0.14025, 3.07042)
F (5.12128, -1.92580, 0.96836)
F (4.73267, 3.37330, -0.24418)
F (0.87160, 2.65479, 2.49424)
F (4.97446, -1.38137, 5.63581)
F (5.65523, 5.02575, 1.55551)
F (6.25453, -2.13101, 3.32796)
F (4.31666, 5.55099, 3.89260)
F (1.90753, 4.30978, 4.31019)
O (-1.06518, 1.65637, 0.05022)
O (-2.03709, -2.23817, 2.73690)
O (-2.83190, 2.43291, 1.19043)
O (-5.01952, -0.80371, -1.43945)
N (-1.13213, -0.75024, 1.21989)
N (2.34100, -0.88424, 0.74902)
N (2.07759, 2.06868, 0.14983)
N (1.01307, 0.05085, -1.58979)
N (0.51849, -3.44178, 2.54268)
C (-4.26174, 4.14832, -1.43815)
C (-0.21901, -0.23084, -2.32205)
C (2.58698, 4.07103, 3.17534)
C (-3.22155, -1.44553, -5.27349)
C (-1.98878, 1.56445, 0.94148)
C (4.37810, -1.52116, 2.03770)
C (1.90097, -1.11871, -1.64189)
C (3.79771, 4.71056, 2.96700)
C (-2.71962, -0.39577, -6.03277)
C (2.06537, 3.22073, 2.22938)
C (-2.97396, 1.08218, -4.14688)
C (-2.59958, 0.86493, -5.46369)
C (3.07958, -0.75146, 4.32733)
C (3.05840, -1.03081, 1.86820)
C (-2.05286, 0.25614, 1.72357)
C (4.99960, -1.63890, 3.26741)
C (-5.63379, 4.32298, -1.54599)
C (-1.23585, -1.92118, 1.83348)
C (-4.56766, 1.79009, -1.61752)
C (2.62440, 1.94829, -1.18844)
C (4.36544, -1.26103, 4.43266)
C (1.60915, 1.28895, -2.10683)
C (2.93793, -1.22862, -0.52366)
C (-6.47620, 3.22229, -1.65896)
C (-5.94161, 1.94421, -1.68962)
C (-0.25424, -3.00356, 1.37204)
C (3.93568, 3.58156, 0.84198)
C (-3.71534, 2.87247, -1.45696)
C (-3.47608, 0.02769, -3.39377)
C (2.47255, -0.64029, 3.10325)
C (2.68815, 2.90826, 0.99006)
C (4.46007, 4.44529, 1.78537)
C (-3.59559, -1.23609, -3.95579)
H (1.25462, -1.99656, -1.57488)
H (3.57465, 1.40096, -1.22314)
H (2.82993, 2.93032, -1.63989)
H (-2.42153, -0.56002, -7.06070)
H (2.40971, -1.16096, -2.62118)
H (-3.99853, -2.03845, -3.35008)
H (-6.56301, 1.05967, -1.75618)
H (-0.70554, -1.10591, -1.89056)
H (-3.09548, -0.08289, 1.70585)
H (-0.02864, -0.40452, -3.39489)
H (-6.05414, 5.32115, -1.50796)
H (-0.13704, -3.48047, 3.31903)
H (-2.65688, 2.71458, -1.27456)
H (-2.20895, 1.68836, -6.04915)
H (3.28521, -2.27192, -0.55287)
H (0.41657, -2.60916, 0.60980)
H (-3.61238, 5.00080, -1.28667)
H (-0.85692, -3.81782, 0.94188)
H (0.78062, 1.98565, -2.25082)
H (2.07302, 1.10069, -3.09286)
H (3.81774, -0.61633, -0.75958)
H (0.87606, -4.37963, 2.40743)
H (-7.54956, 3.36083, -1.70769)
H (-3.31664, -2.43236, -5.70978)
H (-2.87804, 2.06659, -3.71071)
H (-0.89522, 0.61213, -2.20268)
H (-1.85411, 0.48727, 2.78021)



This record from OMol25 describes a structure of composition C33H27F4Zr at a distorted geometry. The level of theory is ωB97M-V/def2-TZVPD.

Values from the calculation:
energy	-1720.16553	Eh
net charge	-1
HOMO	-0.0915	Eh
multiplicity	1
frontier orbital gap	4.5360	eV
F_max	6.5	eV/A

Geometry (Å):
Zr (4.40892, 4.09975, 5.41667)
F (2.84526, -2.15266, 1.73605)
F (-1.75652, 0.60324, 3.57915)
F (4.97935, -0.12296, -1.98277)
F (-2.92860, 4.39756, 0.98153)
C (6.35843, 5.65731, 5.44250)
C (7.59388, 5.38232, 6.07306)
C (4.82478, 5.74409, 3.62009)
C (1.79820, 1.82932, 6.09968)
C (4.25055, 6.45184, 4.73737)
C (5.88310, 2.29381, 5.21664)
C (8.58463, 4.74458, 5.34435)
C (-0.98908, 3.16279, 0.43286)
C (6.15392, 5.24585, 4.03832)
C (8.39955, 4.37534, 4.01280)
C (3.27830, 3.20317, 3.56516)
C (1.98204, 0.87162, -0.13758)
C (-1.51607, 1.41913, 2.52739)
C (-2.35387, 2.49347, 2.27480)
C (-2.09512, 3.36095, 1.22525)
C (-0.42274, 1.21919, 1.72343)
C (-0.11636, 2.08189, 0.65975)
C (1.94994, -0.17012, 0.80213)
C (3.25109, 4.97998, 7.41665)
C (1.02875, 4.58285, 6.01320)
C (3.98166, -0.13068, -1.07001)
C (5.16354, 6.42284, 5.85303)
C (0.61362, 2.24065, 5.51041)
C (0.24305, 3.58382, 5.46168)
C (1.01414, 1.90336, -0.17236)
C (3.91689, -1.13812, -0.12073)
C (7.20983, 4.61312, 3.34358)
C (2.65821, 2.80541, 6.65439)
C (3.92399, 2.71965, 7.41636)
C (2.89645, -1.16312, 0.81599)
C (4.25752, 4.04876, 7.86507)
C (3.02932, 0.86133, -1.07829)
C (2.24646, 4.22441, 6.63773)
H (3.28324, 6.95894, 4.72942)
H (2.48730, 3.88568, 3.26729)
H (0.31963, 0.30575, 1.88814)
H (4.45105, 1.79093, 7.65401)
H (1.14151, 2.63554, -0.94941)
H (5.12897, 4.30369, 8.47356)
H (3.95454, 3.06985, 2.72634)
H (4.40878, 5.64898, 2.61330)
H (-0.04343, 1.50517, 5.07709)
H (2.07857, 0.79056, 6.12519)
H (7.75397, 5.67372, 7.09705)
H (3.08629, 1.62506, -1.83232)
H (6.58030, 2.30572, 6.04932)
H (2.82884, 2.24201, 3.79269)
H (9.52703, 4.53170, 5.82030)
H (0.72721, 5.61563, 5.97560)
H (5.06160, 6.95730, 6.80056)
H (3.16942, 6.03742, 7.68065)
H (1.06464, -0.13471, 1.59455)
H (4.65317, -1.92077, -0.12663)
H (7.07776, 4.31987, 2.31656)
H (-0.81145, 3.83846, -0.38399)
H (-3.22755, 2.64206, 2.88255)
H (9.20642, 3.89266, 3.48765)
H (6.45531, 2.33483, 4.29568)
H (-0.67991, 3.85473, 4.97736)
H (5.34002, 1.35407, 5.23523)



This record from OMol25 describes a structure of composition C33H27N4O3S2Ti. The level of theory is ωB97M-V/def2-TZVPD.

Values from the calculation:
energy	-3364.20157	Eh
net charge	+1
HOMO	-0.4020	Eh
multiplicity	1
frontier orbital gap	6.9268	eV
F_max	0.7	eV/A

Geometry (Å):
Ti (0.30023, -0.14425, 0.17898)
S (2.61542, 0.32499, -0.36071)
S (3.11488, 1.45125, -3.16721)
O (0.52497, -1.84522, 0.80392)
O (0.64538, 1.79412, 1.37620)
O (-1.24576, 0.53019, -0.67881)
N (0.60373, -1.09528, -1.66076)
N (-2.17226, -0.55191, 1.81852)
N (1.24508, -0.27507, -2.60313)
N (-1.08097, 0.06487, 1.81561)
C (-0.49836, -3.89656, 1.34123)
C (-1.18588, -5.02448, 0.92555)
C (0.20308, 4.13217, -2.61435)
C (-0.71595, 0.79104, 2.96261)
C (-0.98420, -4.34663, -1.36945)
C (2.18536, 0.40945, -2.05367)
C (1.75377, 2.51753, -3.71619)
C (-2.87374, -0.73586, -1.83459)
C (-5.41667, -4.17021, 0.45517)
C (-1.44072, -5.24340, -0.42123)
C (-5.07195, -3.51328, -0.69464)
C (1.51333, 3.71943, -2.84577)
C (-2.21456, -0.40070, -0.62240)
C (-3.79498, -1.74252, -1.84383)
C (0.43341, -2.78671, -3.41003)
C (1.31154, 2.99349, 0.94406)
C (2.55822, 4.44632, -2.28984)
C (2.29814, 5.57060, -1.52208)
C (0.25910, 1.75168, 2.69250)
C (-0.05739, 5.25007, -1.83759)
C (0.25798, -2.28237, -2.01719)
C (-3.94205, -2.75593, 1.74383)
C (-0.08339, -2.97305, 0.38455)
C (0.99183, 5.97292, -1.29094)
C (-3.56247, -2.07132, 0.57066)
C (0.21093, 2.39536, 4.98123)
C (-4.84918, -3.77879, 1.68057)
C (0.73493, 2.57238, 3.70585)
C (-2.57941, -1.03171, 0.57308)
C (-4.14092, -2.45099, -0.66084)
C (-1.24645, 0.63081, 4.23630)
C (-0.29449, -3.18593, -0.99663)
C (-0.76439, 1.44250, 5.24791)
H (3.11963, 6.13461, -1.10606)
H (0.79484, 6.85069, -0.69301)
H (-0.54633, -2.99683, -3.83684)
H (-3.50505, -2.47325, 2.68846)
H (-4.28010, -2.01956, -2.76933)
H (2.33755, 2.99484, 1.31708)
H (-1.07800, 5.56142, -1.66428)
H (-0.61702, 3.56944, -3.04036)
H (0.85612, 1.89906, -3.76649)
H (-5.13670, -4.29416, 2.58694)
H (1.48910, 3.31842, 3.51798)
H (-1.52828, -5.73545, 1.66200)
H (-5.50633, -3.79373, -1.64485)
H (-2.00790, -0.11138, 4.41519)
H (0.57785, 3.01522, 5.78325)
H (-0.28964, -3.70367, 2.38249)
H (-1.16831, -4.54738, -2.41317)
H (0.94193, -2.05903, -4.03370)
H (0.98842, -3.72172, -3.39194)
H (-1.14889, 1.33447, 6.24829)
H (0.73559, 3.84614, 1.30566)
H (-2.59826, -0.18979, -2.72414)
H (-1.98273, -6.12040, -0.73270)
H (1.30349, 2.96418, -0.14102)
H (1.99187, 2.80227, -4.74495)
H (-6.12737, -4.98218, 0.42767)
H (3.57867, 4.13057, -2.45265)



Table of relative energy (zero: lowest compared OMol25 entry of this formula, charge and spin) (eV), in record order: 0.938 0.000 0.831